*P*
Entry from the OMol25 dataset: a molecular structure, C5H7Br (ωB97M-V/def2-TZVPD).

Results
gap between HOMO and LUMO: 7.92 eV
lowest unoccupied orbital energy: -0.6 eV
HOMO level: -8.6 eV

The geometry in ORCA input format:
```
! wB97M-V def2-TZVPD RIJCOSX def2/J DEFGRID3
* xyz 0 1
Br 1.95237 2.29936 -3.43637
C 0.31884 1.54416 -3.49896
C 0.40984 -0.43337 -0.14392
C 0.48624 -1.19374 1.14823
C -0.31519 0.70622 -0.24779
C -0.39118 1.41056 -2.04854
H 0.39653 -0.37138 1.88203
H 1.53302 -1.58665 1.35270
H -1.36415 1.07142 -2.39120
H -0.61984 2.51739 -1.97859
H -0.17402 -2.03018 1.35588
H -0.61131 1.42547 0.51138
H 0.83365 -0.82325 -1.15018
*
```

*Q*
Entry from the OMol25 dataset: a single C5H7Br molecule (ωB97M-V/def2-TZVPD).

Results
gap between HOMO and LUMO (alpha / beta): 7.40 / 7.72 eV
lowest unoccupied orbital energy (alpha / beta): -0.4 / -0.8 eV
HOMO level (alpha / beta): -7.8 / -8.5 eV

The geometry in ORCA input format:
```
! wB97M-V def2-TZVPD RIJCOSX def2/J DEFGRID3
* xyz 0 1
Br -4.08454 0.21368 -0.01670
C -0.05578 -0.87789 -0.31757
C 1.00238 -0.24224 0.46524
C -2.22831 0.23759 0.27538
C -1.41434 -0.84056 -0.05039
C 1.92558 0.53111 -0.48017
H 0.64213 0.39594 1.28627
H 2.25541 -0.11659 -1.28576
H -1.94308 -1.74563 -0.33909
H 1.56029 -1.06544 0.92733
H 1.37374 1.36220 -0.91511
H 2.78923 0.91628 0.05489
H -1.82271 1.23155 0.39569
*
```

Energies relative to the most stable structure, in hartree: *P* 0.0913; *Q* 0.0000.

*P*
Entry from the OMol25 dataset: a single C13H15N3O3 molecule (ωB97M-V/def2-TZVPD).

Results
gap between HOMO and LUMO: 9.02 eV
lowest unoccupied orbital energy: 0.4 eV
HOMO level: -8.6 eV
SMILES: N[C@@H](Cc1c[nH]c2ccccc12)C(=O)NCC(=O)O

The geometry in ORCA input format:
```
! wB97M-V def2-TZVPD RIJCOSX def2/J DEFGRID3
* xyz 0 1
O 2.81978 -2.24007 -1.06643
O 2.76739 -0.56682 -2.49833
O 1.39646 3.08219 0.39762
N 0.48198 0.84125 -2.37871
N -2.60600 -1.35700 -0.24306
N 2.09873 0.96749 0.06770
C 1.37202 2.09720 -0.29490
C -1.46697 -2.42813 1.68590
C -1.00297 1.96201 -0.74317
C -1.45354 0.60854 -0.30005
C 0.33292 2.01514 -1.35913
C -0.78664 -2.10479 2.84604
C -2.35402 -0.19197 -0.93151
C -1.73770 -1.40934 0.80676
C 1.83463 -0.43305 -0.11437
C 2.47469 -1.13870 -1.27729
C -0.27597 0.05297 2.00153
C -1.13402 -0.15648 0.90419
C -0.15289 -0.87198 3.00976
H -3.44454 -1.86683 -0.26330
H 0.35270 -0.65540 3.90685
H -1.05478 2.68650 0.14477
H 2.40225 1.08220 1.03592
H -1.75740 2.22463 -1.53697
H 0.38540 0.93896 2.12619
H -0.57823 -2.93217 3.60188
H -2.79903 0.16101 -1.80601
H -1.86462 -3.42013 1.44870
H 2.19155 -0.92488 0.81678
H 2.31653 0.29221 -2.60118
H 0.73146 -0.52568 -0.27440
H -0.02767 1.26444 -3.14887
H -0.00405 -0.05483 -2.14279
H 0.54255 3.00148 -1.82013
*
```

*Q*
Entry from the OMol25 dataset: a single C13H15N3O3 molecule (ωB97M-V/def2-TZVPD).

Results
gap between HOMO and LUMO: 8.43 eV
lowest unoccupied orbital energy: -0.1 eV
HOMO level: -8.5 eV
SMILES: NCC(=O)N[C@@H](Cc1c[nH]c2ccccc12)C(=O)O

The geometry in ORCA input format:
```
! wB97M-V def2-TZVPD RIJCOSX def2/J DEFGRID3
* xyz 0 1
O -4.76443 -0.93655 -0.40263
O -2.02065 0.91918 1.69505
O 0.13462 -0.35397 2.18687
N -2.51984 -1.21238 -0.35027
N 3.36935 -1.82348 -0.02060
N -4.44029 2.01778 -0.35238
C 2.14618 -2.18626 -0.42284
C -3.61833 -0.35388 -0.64978
C 1.36288 -1.05889 -0.46896
C -1.26064 -1.09709 0.26733
C -3.43354 1.15960 -1.04968
C 4.30545 1.89577 -0.51301
C 1.78643 1.57685 0.24258
C 2.15044 0.10933 -0.13652
C 3.41963 -0.41910 -0.08239
C -0.18296 -0.94685 -0.82577
C 2.94279 2.35094 -0.26973
C 4.54403 0.51096 -0.24448
C -1.12188 -0.05419 1.48765
H -5.32255 1.45585 -0.93519
H 5.29974 2.42405 -0.94590
H 5.67482 0.18139 -0.24525
H -2.88270 -2.06294 -0.13212
H -2.34771 1.68029 -0.88333
H 2.51736 3.35186 -0.75228
H 0.74253 1.94017 0.55652
H -1.20428 -2.18152 0.76210
H 0.70712 -0.69017 1.41806
H 4.14525 -2.39952 -0.26284
H -4.58322 1.61918 0.75028
H -0.37890 -0.16608 -1.85614
H -3.68456 1.24023 -2.14468
H 1.83676 -3.27924 -0.59170
H -0.42352 -1.93952 -1.51534
*
```

Energies relative to the most stable structure, in hartree: *P* 0.0000; *Q* 0.2508.

*P*
Entry from the OMol25 dataset: a single C3H6N4O2 molecule (ωB97M-V/def2-TZVPD).

Results
gap between HOMO and LUMO: 8.02 eV
lowest unoccupied orbital energy: 0.4 eV
HOMO level: -7.7 eV
SMILES: Nc1[nH]c(=O)n(N)c1O

The geometry in ORCA input format:
```
! wB97M-V def2-TZVPD RIJCOSX def2/J DEFGRID3
* xyz 0 1
O -2.42830 -1.08498 0.05320
O 0.98806 2.00361 -0.08521
N -0.98703 0.60465 -0.44908
N 0.00364 -1.44758 -0.34827
N -2.07239 1.30961 0.09516
N 2.40084 -0.62016 0.05652
C -1.25039 -0.71034 -0.24994
C 0.98767 -0.38371 -0.23893
C 0.36607 0.85633 -0.38890
H 0.04330 -2.38263 0.39495
H 1.97455 1.88749 0.25296
H -2.44178 0.99081 1.06550
H 2.55143 -0.92180 1.06759
H -2.56856 1.53550 -0.69297
H 2.43289 -1.63678 -0.53257
*
```

*Q*
Entry from the OMol25 dataset: a single C3H6N4O2 molecule (ωB97M-V/def2-TZVPD).

Results
gap between HOMO and LUMO: 9.78 eV
lowest unoccupied orbital energy: 0.5 eV
HOMO level: -9.3 eV
SMILES: C=CN/C(N)=N/[N+](=O)[O-]

The geometry in ORCA input format:
```
! wB97M-V def2-TZVPD RIJCOSX def2/J DEFGRID3
* xyz 0 1
O -3.03972 -0.69654 0.35558
O -3.03338 1.43184 0.06085
N -2.52051 0.35725 0.09680
N 0.88591 -0.23574 -0.16414
N -0.73413 -1.93574 -0.07101
N -1.20011 0.39761 -0.26832
C 1.23805 1.11806 -0.21383
C 2.40612 1.33805 0.31339
C -0.40357 -0.63341 -0.21987
H -0.02040 -2.65088 -0.16694
H 0.50131 1.76025 -0.60830
H 2.94003 0.44913 0.68648
H -1.68468 -2.05009 0.11427
H 1.61871 -0.89283 -0.28367
H 3.04637 2.24303 0.36872
*
```

Energies relative to the most stable structure, in hartree: *P* 0.0000; *Q* 0.0134.